# C54H131N3O24

A cluster of 10 separate species, C54H131N3O24 in total at a distorted geometry (the ωB97M-V functional and the def2-TZVPD basis, the OMol25 dataset).

The geometry in XYZ format:
```
212
C54H131N3O24, DFT the ωB97M-V functional and the def2-TZVPD basis
C 17.430 -15.644 -9.098
O 16.560 -16.717 -9.112
C 15.718 -16.758 -7.991
C 14.634 -17.872 -7.883
O 13.594 -17.582 -8.834
C 12.780 -18.700 -9.202
C 11.794 -19.187 -8.090
O 10.776 -18.242 -7.849
C 11.149 -17.128 -7.040
H 18.245 -15.700 -9.820
H 17.920 -15.502 -8.134
H 16.884 -14.738 -9.360
H 15.177 -15.829 -7.813
H 16.332 -16.917 -7.104
H 14.254 -17.905 -6.862
H 15.131 -18.819 -8.094
H 13.370 -19.474 -9.694
H 12.005 -18.323 -9.869
H 12.467 -19.347 -7.247
H 11.346 -20.134 -8.389
H 10.327 -16.463 -6.776
H 11.783 -16.381 -7.517
H 11.589 -17.525 -6.125
C 14.006 -17.805 0.779
O 12.663 -18.337 1.019
C 11.848 -18.406 -0.128
C 12.306 -19.573 -1.080
O 11.717 -19.389 -2.346
C 11.876 -20.593 -3.095
C 11.032 -20.404 -4.339
O 11.271 -21.436 -5.278
C 10.746 -22.742 -4.969
H 14.055 -16.820 0.317
H 14.603 -18.448 0.132
H 14.577 -17.873 1.706
H 11.883 -17.434 -0.619
H 10.807 -18.543 0.166
H 11.806 -20.434 -0.635
H 13.382 -19.738 -1.130
H 11.560 -21.465 -2.523
H 12.940 -20.787 -3.230
H 11.302 -19.457 -4.808
H 9.983 -20.212 -4.112
H 10.563 -23.274 -5.903
H 9.848 -22.728 -4.352
H 11.527 -23.210 -4.369
C 8.318 -9.538 -4.119
O 6.871 -9.406 -4.453
C 6.181 -10.607 -4.303
C 5.911 -10.818 -2.771
O 5.553 -12.189 -2.484
C 5.182 -12.479 -1.110
C 5.246 -14.041 -0.846
O 4.944 -14.430 0.465
C 4.521 -15.741 0.727
H 8.299 -9.497 -3.030
H 8.879 -8.621 -4.300
H 8.663 -10.474 -4.558
H 6.721 -11.428 -4.775
H 5.202 -10.506 -4.770
H 5.276 -10.037 -2.351
H 6.856 -10.743 -2.235
H 4.272 -11.967 -0.796
H 5.853 -12.064 -0.359
H 6.228 -14.417 -1.129
H 4.510 -14.588 -1.435
H 3.563 -15.990 0.271
H 4.421 -15.829 1.809
H 5.290 -16.470 0.473
C 10.715 -10.371 -0.742
O 11.912 -10.941 -1.178
C 12.433 -11.862 -0.247
C 11.495 -13.033 0.069
O 10.480 -12.530 1.039
C 9.672 -13.496 1.582
C 10.426 -14.760 2.072
O 9.643 -15.454 2.989
C 10.360 -16.470 3.657
H 10.759 -9.965 0.269
H 9.940 -11.137 -0.785
H 10.524 -9.578 -1.465
H 12.628 -11.287 0.658
H 13.434 -12.177 -0.543
H 12.085 -13.861 0.461
H 11.098 -13.511 -0.827
H 9.073 -13.771 0.714
H 9.046 -13.119 2.391
H 11.324 -14.491 2.629
H 10.739 -15.409 1.254
H 10.836 -17.088 2.896
H 9.633 -17.046 4.229
H 10.981 -16.042 4.444
C 2.782 -17.141 -3.578
O 3.522 -16.707 -4.752
C 4.746 -16.116 -4.443
C 5.562 -15.623 -5.684
O 5.976 -16.751 -6.456
C 6.603 -16.503 -7.694
C 7.574 -17.633 -7.991
O 6.907 -18.799 -8.349
C 7.873 -19.861 -8.620
H 2.645 -16.325 -2.869
H 3.193 -18.021 -3.083
H 1.790 -17.476 -3.881
H 5.327 -16.822 -3.849
H 4.584 -15.204 -3.867
H 6.468 -15.092 -5.392
H 4.871 -15.016 -6.268
H 7.249 -15.625 -7.675
H 5.989 -16.519 -8.594
H 8.131 -17.885 -7.088
H 8.176 -17.352 -8.855
H 8.084 -20.346 -7.667
H 8.838 -19.594 -9.051
H 7.350 -20.653 -9.156
C 8.533 -20.510 -0.710
O 7.949 -19.412 -0.038
C 7.573 -19.769 1.348
C 6.778 -18.715 2.046
O 6.839 -19.027 3.450
C 6.687 -17.958 4.381
C 5.941 -18.397 5.572
O 6.788 -19.192 6.417
C 6.837 -20.576 6.093
H 9.289 -20.927 -0.043
H 9.010 -20.125 -1.611
H 7.816 -21.329 -0.775
H 8.408 -20.092 1.970
H 6.838 -20.573 1.307
H 5.754 -18.787 1.680
H 7.124 -17.760 1.650
H 6.013 -17.274 3.865
H 7.519 -17.258 4.459
H 5.018 -18.909 5.301
H 5.716 -17.574 6.251
H 5.871 -21.051 5.923
H 7.277 -21.151 6.908
H 7.567 -20.760 5.304
C 14.745 -18.316 -3.569
O 14.105 -17.144 -3.092
C 14.501 -15.938 -3.730
C 13.441 -14.807 -3.754
O 13.687 -13.629 -4.605
C 14.312 -12.504 -4.089
C 15.763 -12.440 -3.727
O 16.010 -12.955 -2.403
C 17.388 -12.901 -2.028
H 14.693 -19.136 -2.853
H 15.765 -18.111 -3.895
H 14.385 -18.647 -4.543
H 14.810 -16.085 -4.765
H 15.298 -15.626 -3.054
H 13.309 -14.396 -2.753
H 12.432 -15.152 -3.981
H 13.603 -12.111 -3.361
H 14.242 -11.781 -4.901
H 16.118 -11.417 -3.604
H 16.275 -13.008 -4.504
H 18.068 -12.987 -2.875
H 17.568 -13.752 -1.372
H 17.651 -12.006 -1.465
C 8.710 -17.091 -3.190
C 9.555 -16.067 -2.646
C 9.430 -14.663 -3.362
O 9.414 -14.807 -4.839
C 9.940 -13.643 -5.478
N 9.319 -16.099 -1.193
H 8.818 -18.094 -2.779
H 8.970 -17.284 -4.230
H 7.663 -16.829 -3.036
H 10.591 -16.354 -2.828
H 10.147 -13.953 -2.952
H 8.507 -14.162 -3.070
H 9.636 -13.705 -6.523
H 11.022 -13.517 -5.422
H 9.439 -12.775 -5.049
H 8.461 -15.580 -1.075
H 9.065 -17.025 -0.879
C 10.544 -14.096 -9.760
C 10.524 -12.624 -10.225
C 11.293 -11.664 -9.228
O 10.586 -11.425 -8.014
C 11.081 -10.358 -7.231
N 11.074 -12.634 -11.574
H 10.077 -14.147 -8.776
H 11.553 -14.475 -9.598
H 10.047 -14.864 -10.353
H 9.442 -12.505 -10.172
H 11.536 -10.715 -9.707
H 12.268 -12.031 -8.907
H 10.339 -9.948 -6.547
H 11.387 -9.481 -7.803
H 11.880 -10.799 -6.635
H 12.032 -12.927 -11.451
H 11.225 -11.681 -11.872
C 7.357 -11.517 -8.562
C 5.881 -11.694 -8.381
C 5.028 -12.376 -9.464
O 5.328 -13.716 -9.768
C 6.232 -14.073 -10.796
N 5.772 -12.409 -7.166
H 7.925 -12.447 -8.544
H 7.739 -10.961 -7.706
H 7.434 -11.018 -9.528
H 5.428 -10.742 -8.107
H 5.023 -11.727 -10.339
H 4.038 -12.323 -9.011
H 5.810 -14.246 -11.786
H 6.649 -15.026 -10.470
H 7.102 -13.419 -10.727
H 4.783 -12.575 -7.045
H 6.209 -13.317 -7.225
```

The molar mass comes out at 1206.639 g mol⁻¹. Its total energy is -111704.1763 eV. Its charge is +1. Its expectation value of S² is 0.7560. As for the spin multiplicity: 2. The frontier orbital gap (alpha / beta) is 8.350 / 2.128 eV. The value obtained for the HOMO energy (alpha / beta) is -0.383 / -0.383 Eh.

Results of the Mulliken charge analysis, in e, for atoms 1 through 2: number 1, C, carries -0.7337; number 2, O, carries -0.4289